The following is a DFT calculation (ωB97M-V/def2-TZVPD) of a cluster of 6 separate species, C39H90B3NO10S2 in total.

Last column: Löwdin charge in e.
Atoms and positions in Å:
H: -2.607 5.125 -6.877  0.08
S: -2.565 0.688 0.554  0.91
H: -1.960 3.591 2.789  0.12
H: -5.044 3.642 -3.468  0.10
C: 4.959 0.938 -5.256  -0.10
B: -1.179 3.013 6.830  -0.30
H: 10.851 -1.880 -5.298  0.08
C: 2.326 -2.617 11.689  -0.50
H: 1.785 -0.964 5.649  0.14
O: 1.823 -2.772 7.458  -0.15
C: 1.159 -5.145 7.696  -0.08
C: 0.858 3.207 -10.842  -0.06
C: 2.510 -1.107 11.689  -0.06
O: 0.291 1.549 5.323  0.30
H: -3.303 2.432 2.942  0.12
C: -6.277 5.409 -2.038  -0.21
S: 0.220 0.613 -0.458  0.68
C: -3.824 5.760 -1.329  -0.10
C: -1.430 -1.717 -3.781  -0.19
H: 0.147 2.627 -6.338  0.07
H: -3.810 -4.472 8.979  0.08
C: 3.662 -3.341 11.600  -0.06
C: -3.751 -5.444 9.468  -0.06
H: 10.072 -1.986 -3.713  0.08
H: -0.194 1.524 -9.167  0.09
H: -1.859 0.646 3.505  0.12
H: 0.102 -1.140 5.146  0.14
C: 2.351 -1.199 -4.083  -0.21
C: 8.717 -2.262 -5.368  -0.50
C: -3.267 0.248 -2.310  -0.21
H: -5.366 4.748 -0.183  0.09
O: -1.876 -6.061 8.059  -0.07
H: 3.133 -0.783 12.525  0.08
H: 2.965 -1.748 -3.362  0.10
N: -1.843 0.019 -2.011  -0.18
B: -0.029 1.014 6.572  -0.71
H: -1.621 4.823 -4.102  0.09
H: -7.037 3.541 -1.235  0.11
C: -2.330 -5.982 9.410  -0.50
C: 2.271 -4.124 7.475  -0.26
H: 0.702 -3.276 5.782  0.13
H: 9.707 -4.083 -6.010  0.08
C: -0.552 3.080 -10.290  -0.50
H: -1.531 2.892 -12.216  0.08
C: -1.478 2.367 -11.261  -0.06
H: 3.511 -4.421 11.606  0.08
O: -1.520 3.038 5.486  0.26
H: 4.262 1.393 -5.965  0.06
H: -2.446 -6.678 7.587  0.09
H: -4.092 -5.338 10.498  0.08
H: 0.677 -5.444 6.765  0.07
H: -0.462 1.373 2.704  0.11
C: -2.228 2.394 1.074  -0.47
H: 4.908 1.500 -4.322  0.07
H: -2.944 3.054 0.585  0.06
O: 0.380 -0.205 6.982  0.16
H: 1.809 -2.921 12.601  0.14
H: 8.580 -1.865 -6.376  0.14
H: 5.968 1.070 -5.654  0.06
B: -0.840 2.098 4.717  -0.52
H: -0.387 -1.471 -1.944  0.08
H: -0.023 -0.126 -4.096  0.09
C: 1.056 -1.989 -4.332  -0.20
H: 2.976 -4.204 8.306  0.11
H: -3.914 -0.294 -1.607  0.10
H: 1.544 -0.606 11.758  0.08
H: 4.170 -3.076 10.668  0.08
C: -2.276 2.562 2.591  -0.26
H: -5.658 1.137 -1.920  0.11
H: 0.866 3.754 -11.786  0.08
C: -1.414 -1.369 -2.297  -0.20
H: -1.393 -2.810 -3.856  0.12
H: -2.929 2.328 -1.796  0.09
H: -4.433 -6.125 8.950  0.08
O: -0.844 1.797 7.387  0.29
H: -2.849 -8.069 9.593  0.08
H: -0.964 5.542 -6.390  0.08
C: -0.208 -1.128 -4.498  -0.20
H: 5.341 -1.132 -5.656  0.08
H: -2.484 2.294 -10.847  0.08
C: 4.648 -0.556 -5.043  -0.26
H: -6.336 2.445 -3.659  0.11
H: -2.354 -1.416 -4.276  0.09
H: -3.467 -0.183 -3.291  0.11
H: 1.579 -6.046 8.149  0.08
C: -5.282 5.596 -0.870  -0.24
H: 0.402 -4.761 8.379  0.06
H: 2.094 -0.242 -3.617  0.11
C: -1.609 4.718 -6.710  -0.05
H: 0.906 -2.674 -3.489  0.10
H: 9.847 -0.545 -4.709  0.08
H: 4.315 -3.076 12.432  0.08
C: -1.377 0.455 -0.775  -1.06
H: -0.453 -1.031 -5.559  0.11
H: 1.285 2.215 -11.019  0.08
H: 7.613 -2.209 -3.760  0.09
H: -1.110 4.012 7.470  0.12
H: -1.221 2.624 0.721  0.05
H: -1.654 -5.272 9.891  0.14
H: 7.944 -4.208 -5.894  0.08
O: 7.538 -1.878 -4.662  -0.06
C: -0.261 3.040 -5.415  -0.05
H: 0.422 3.815 -5.053  0.08
H: -1.183 -7.696 10.046  0.08
H: 3.164 -1.848 -5.969  0.10
H: -1.226 4.322 -7.649  0.05
H: -5.561 6.501 -0.324  0.10
H: -5.055 2.487 -0.972  0.09
C: -3.623 1.740 -2.394  -0.19
C: 8.833 -3.777 -5.434  -0.06
H: -3.300 4.805 -1.386  0.05
H: 8.926 -4.192 -4.426  0.08
O: 1.469 -3.016 10.626  -0.06
C: -2.210 -7.335 10.093  -0.06
H: -0.948 4.075 -10.077  0.13
H: -2.323 2.838 -5.971  0.14
C: -6.789 3.971 -2.213  -0.21
H: -2.023 -2.072 -1.711  0.13
C: 0.774 -1.173 6.010  -0.13
C: -1.641 3.630 -5.653  -0.49
H: -1.118 1.352 -11.450  0.08
H: 2.815 -4.340 6.546  0.12
H: -5.752 5.684 -2.958  0.10
C: -5.784 3.044 -2.928  -0.19
H: -3.776 6.224 -2.317  0.07
H: 2.723 -0.131 -5.903  0.10
C: 3.189 -0.951 -5.344  -0.21
O: -0.538 2.413 -9.027  -0.07
H: 1.502 3.727 -10.133  0.08
H: 4.879 -0.803 -4.003  0.09
H: 1.175 -2.630 -5.212  0.11
H: -0.305 2.254 -4.660  0.07
H: -0.232 -2.681 7.154  0.14
C: 0.712 -2.557 6.611  -0.19
C: -5.067 2.057 -1.980  -0.19
H: -7.123 6.088 -1.910  0.10
H: -3.261 6.391 -0.637  0.07
H: 2.987 -0.787 10.759  0.08
H: -7.729 4.006 -2.770  0.10
C: -1.336 1.594 3.329  -0.08
H: 1.891 -2.769 9.791  0.06
C: 9.948 -1.630 -4.740  -0.06
H: -3.469 2.064 -3.427  0.10
H: -2.512 -7.278 11.140  0.08
O: -2.192 4.119 -4.428  -0.07

For the relative energy (zero: lowest compared OMol25 entry of this formula, charge and spin), the calculation gives 38.77 kJ/mol. The HOMO-LUMO gap is 8.20 eV. As for the highest occupied orbital energy: -8.11 eV. For the total energy, the calculation gives -3218.32284 hartree. As for the total charge: 0. The calculation puts the strongest force on any atom at 0.0220 hartree/bohr.

=====

The following is a DFT calculation (ωB97M-V/def2-TZVPD) of a cluster of 6 separate species, C39H90N2O17PS in total.

Last column: Löwdin charge in e.
Atoms and positions in Å:
C: 7.720 -6.061 1.346  -0.04
C: -6.582 6.191 -3.161  -0.19
N: 7.501 -3.639 1.170  -0.14
H: -3.796 -0.884 0.825  0.08
H: 6.872 -4.451 -1.633  0.07
H: 3.422 -2.640 -3.548  0.08
H: 3.538 -0.496 -1.844  0.11
C: 4.666 1.971 -3.788  -0.18
C: 6.778 -2.426 0.750  -0.46
H: -0.421 -4.590 -4.157  0.13
C: 4.605 -3.886 1.136  -0.81
S: 4.571 -3.744 2.990  0.74
H: -6.792 7.914 -4.378  0.13
C: -5.067 -2.354 -2.131  -0.11
H: -2.107 -3.211 -5.374  0.13
P: 2.763 -4.098 0.643  0.88
O: 7.702 -3.718 2.437  -0.03
C: -3.773 2.752 0.128  -0.17
H: 1.991 1.725 -3.282  0.11
H: 4.302 -1.896 -4.901  0.09
C: 2.587 -0.063 8.936  -0.20
H: 3.855 3.781 -4.609  0.12
O: 2.984 -2.014 7.457  -0.12
H: 7.213 -6.133 -1.186  0.08
C: -0.944 -3.753 -3.685  -0.19
O: -5.675 3.102 2.439  -0.20
H: 6.129 -1.468 2.661  0.05
H: 2.245 1.618 -1.554  0.13
C: 4.066 2.761 -4.942  -0.19
H: 1.859 -2.948 -1.155  0.00
H: 1.816 -0.607 -2.289  0.11
H: 4.890 -2.143 5.575  0.10
H: -11.144 7.065 -1.943  0.13
H: -3.965 -6.341 -3.680  0.13
H: 0.663 0.976 7.568  0.09
O: 2.695 0.998 7.995  -0.20
H: 1.550 -0.405 9.020  0.12
H: -2.940 0.813 -0.257  0.12
C: -3.411 -0.449 1.755  -0.11
H: -0.458 -5.143 -0.749  0.10
O: -3.503 0.958 1.740  -0.20
H: -5.669 0.952 0.831  0.12
C: 2.782 -0.167 -2.564  -0.20
O: -4.197 -3.462 -2.006  -0.20
O: 3.096 -0.623 -3.874  -0.20
H: -0.347 -2.842 -3.816  0.12
C: 5.252 -2.623 0.466  -0.17
H: 4.705 -1.730 0.831  0.11
H: -5.949 -2.491 -1.498  0.09
C: -2.965 1.540 0.561  -0.19
H: 5.633 2.424 -3.554  0.13
H: 5.261 -6.015 1.368  0.10
H: -5.458 -4.390 -3.383  0.12
H: -7.680 3.841 -1.150  0.08
H: 4.871 0.938 -4.068  0.11
H: 6.569 -1.429 6.784  0.09
H: -3.204 3.263 -0.653  0.13
H: -3.892 3.467 0.942  0.12
H: -4.017 -0.823 2.579  0.09
H: -2.883 -2.791 -3.863  0.11
O: -7.139 5.615 -1.988  -0.20
H: -4.819 4.623 3.481  0.09
H: -10.448 6.278 -4.090  0.13
O: 2.897 2.129 -5.446  -0.20
C: 7.524 -1.810 -0.492  -0.03
C: -7.059 4.203 -1.968  -0.10
H: -6.597 4.661 3.440  0.09
H: 7.249 -0.751 -0.637  0.08
H: -6.839 1.586 -0.301  0.12
H: 6.834 0.304 7.025  0.09
H: 6.620 -0.358 1.381  0.09
C: 6.887 -1.323 1.869  -0.05
C: -4.684 -4.632 -2.651  -0.19
O: -1.092 -3.969 -2.287  -0.20
H: 0.961 2.480 -5.954  0.09
N: 2.346 -2.665 -0.308  -0.15
H: 4.201 -0.910 4.491  0.11
C: -3.557 -5.386 -3.340  -0.18
C: 7.445 -5.078 -0.929  -0.03
C: -7.375 7.410 -3.603  -0.18
O: 5.041 -0.155 6.185  -0.20
H: 2.419 -2.116 5.531  0.12
H: 7.594 -6.960 0.707  0.08
H: -9.276 9.827 -1.784  0.09
C: 3.955 -1.741 -3.880  -0.11
H: 6.936 -0.372 5.382  0.08
H: -8.506 9.320 -0.274  0.09
H: 7.412 -2.411 -1.410  0.06
C: 2.962 -1.411 6.167  -0.17
H: 2.912 0.327 9.908  0.13
H: 7.911 -1.210 2.257  0.09
H: 2.495 -6.201 0.303  0.03
H: 0.836 -4.430 -1.726  0.04
H: 4.500 -0.923 8.373  0.11
O: -3.055 -4.758 -4.516  -0.12
H: -9.316 5.639 -2.922  0.11
H: -7.495 8.126 -2.790  0.11
C: -6.027 1.874 0.373  -0.17
C: -9.365 9.156 -0.923  -0.11
H: 7.197 -6.256 2.300  0.08
H: 8.799 -5.883 1.478  0.09
C: 3.471 -1.236 8.546  -0.18
C: 2.676 1.349 -2.522  -0.17
H: -6.028 3.879 -1.799  0.08
H: 5.091 -5.441 -0.287  0.10
H: 2.137 3.587 -6.703  0.09
H: -6.934 3.746 0.910  0.11
C: -9.651 6.561 -3.396  -0.18
C: 1.876 3.048 -5.787  -0.11
H: 1.695 3.756 -4.972  0.09
H: -2.373 -0.765 1.908  0.09
H: -5.118 -5.275 -1.875  0.13
H: 5.086 -2.681 -0.632  0.11
C: 4.332 -1.204 5.539  -0.22
O: 3.923 2.035 -2.575  -0.12
H: 1.221 2.294 8.647  0.09
H: -5.640 5.132 1.998  0.09
H: 8.605 -1.814 -0.231  0.10
C: 6.418 -0.438 6.344  -0.11
H: -5.555 6.494 -2.922  0.13
O: 2.594 -5.490 -0.331  -0.33
O: -9.347 7.802 -1.329  -0.20
H: -5.369 -2.205 -3.173  0.09
H: -0.118 -5.804 -2.355  0.10
H: -2.750 -5.626 -2.649  0.11
C: -5.695 4.454 2.856  -0.11
O: -8.627 7.117 -4.214  -0.13
H: -7.440 3.770 -2.902  0.09
H: 1.603 2.325 6.913  0.09
H: -10.282 9.378 -0.368  0.09
H: -4.524 -1.467 -1.805  0.08
H: 4.376 -5.043 3.411  -0.10
H: -10.553 8.445 -2.903  0.12
C: -0.153 -4.883 -1.762  -0.12
C: 7.001 -4.885 0.567  -0.45
H: 8.541 -4.962 -1.006  0.10
H: 4.795 2.799 -5.761  0.13
H: -6.555 5.463 -3.978  0.13
H: 3.493 -1.923 9.397  0.13
C: -2.295 -3.564 -4.357  -0.18
H: 2.378 -0.491 6.174  0.11
C: -6.611 2.827 1.407  -0.19
H: 1.644 -2.157 0.225  0.04
H: 4.831 -1.574 -3.243  0.08
C: -10.254 7.528 -2.388  -0.20
H: -7.482 2.352 1.874  0.13
H: -1.938 1.853 0.789  0.13
C: 5.462 -5.137 0.721  -0.18
C: 1.479 1.677 7.779  -0.12
O: -5.031 2.447 -0.470  -0.16

The HOMO-LUMO gap (alpha / beta) is 8.36 / 8.47 eV. As for the highest occupied orbital energy (alpha / beta): -8.09 / -8.22 eV. Its multiplicity is 2. Its expectation value of S² is 0.75. For the total energy, the calculation gives -3667.67542 hartree. As for the total charge: 0. The calculation puts the strongest force on any atom at 0.0521 hartree/bohr.

=====

The following is a DFT calculation (ωB97M-V/def2-TZVPD) of a cluster of 13 separate species, C39H90O43P4 in total.

Last column: Löwdin charge in e.
Atoms and positions in Å:
C: 1.647 -4.654 -5.124  -0.03
H: -7.127 1.911 -3.347  0.09
C: 5.660 0.254 3.380  0.01
C: -6.251 2.082 -2.767  -0.04
H: 2.618 -4.187 -5.178  0.08
H: 1.935 -2.729 -2.466  0.09
H: 3.289 -0.604 1.085  0.07
H: 2.671 4.557 4.820  0.10
H: 3.363 -2.987 1.800  0.07
C: -3.668 3.456 4.444  -0.01
H: 1.823 -1.144 -3.146  0.07
O: 1.445 -6.023 4.978  -0.19
H: -2.024 1.830 -1.916  0.10
H: 1.289 -7.935 5.818  0.07
H: 8.143 -3.756 -0.583  0.10
O: 0.862 -5.585 2.592  -0.21
H: 1.631 3.091 0.061  0.07
H: 0.330 1.359 -4.097  0.11
H: 1.765 -1.513 1.187  0.08
O: 1.462 0.500 1.449  0.02
O: -6.391 1.214 0.859  -0.20
O: 0.123 -2.311 -3.379  -0.24
H: -2.555 5.061 -6.069  0.09
H: -0.663 -4.245 1.971  0.08
C: -5.818 1.125 2.167  -0.08
O: 1.566 -3.710 4.252  -0.23
O: -0.153 0.085 5.210  -0.26
H: -7.052 4.830 -0.765  0.11
O: -0.780 -3.872 -1.473  -0.24
H: -5.619 0.049 2.345  0.10
P: -5.698 2.143 -0.180  0.43
H: 1.029 -3.382 6.327  0.11
H: 7.320 -2.242 -0.937  0.10
O: 1.036 3.433 -2.635  0.14
C: 0.421 0.894 0.797  -0.70
H: 5.394 -2.842 -3.412  0.08
H: 0.835 -1.469 -1.738  0.05
H: -1.512 3.688 -5.586  0.09
O: -1.928 -0.701 3.538  -0.22
H: -3.633 1.517 -2.623  0.05
H: -1.300 -2.736 3.413  0.05
O: 4.915 1.248 4.136  0.01
H: 3.401 4.699 3.257  0.08
C: 2.993 4.017 3.935  -0.05
O: -2.034 0.627 -6.120  0.13
H: -4.969 2.645 -6.428  0.09
C: -2.638 1.876 -2.873  -0.03
C: 1.988 2.765 -2.561  -0.72
H: 2.113 3.535 3.555  0.09
O: 2.249 -6.640 -2.271  0.01
O: 1.635 -5.679 -4.108  -0.02
H: 4.562 -3.958 2.639  0.09
H: -1.214 2.547 -0.141  0.05
C: 1.279 -1.872 -2.615  -0.04
H: 1.345 1.244 4.430  0.07
H: -2.842 -3.040 6.949  0.08
O: 3.464 -4.826 -2.985  0.11
H: -2.602 2.920 -3.168  0.08
H: -0.780 6.186 -1.987  0.09
H: -3.471 -2.804 -4.981  0.12
C: 4.306 2.220 3.534  -0.62
O: 0.002 0.487 -0.235  0.14
H: -1.630 -2.684 -5.569  0.10
H: 1.436 -5.172 -6.062  0.09
H: 6.000 0.051 0.709  0.09
C: -7.077 4.379 0.269  -0.08
C: -2.366 -2.614 -4.749  -0.08
C: -3.539 5.407 3.002  -0.66
H: -3.435 2.420 -7.027  0.10
H: 7.489 -3.500 -2.249  0.11
C: 5.328 -1.887 -3.925  -0.01
C: 3.115 -6.847 -1.161  -0.04
H: -0.150 -5.466 0.806  0.09
P: -1.102 -2.849 -2.518  0.44
C: 2.594 -5.653 -3.119  -0.54
H: -1.884 -1.924 2.000  0.08
H: -2.471 -0.429 -0.507  0.07
H: 3.819 -6.091 -0.946  0.05
O: 6.253 0.329 -1.270  -0.01
H: 2.377 -2.417 5.486  0.09
C: 0.217 -4.817 1.595  -0.10
H: -1.466 3.317 1.372  0.07
H: -2.237 1.716 1.123  0.11
C: 0.454 1.376 4.990  -0.05
C: -1.468 5.410 -1.689  -0.01
H: -2.898 3.581 5.199  0.09
H: -0.315 -7.392 5.250  0.08
H: -1.726 5.510 -0.604  0.10
H: 4.912 -0.565 3.220  0.11
H: 0.893 -7.857 4.106  0.09
C: -2.971 -2.555 6.006  -0.01
H: 4.265 -1.715 -4.042  0.08
O: -0.760 -4.851 4.357  -0.25
O: -2.634 0.678 5.544  -0.23
H: 4.605 0.941 -0.228  0.08
C: -2.594 1.094 -5.166  -0.58
H: 2.147 4.597 -0.555  0.10
C: -2.686 -1.394 -0.966  -0.10
H: -4.524 3.019 4.883  0.08
H: -4.875 1.680 2.281  0.07
C: -1.584 4.787 -5.660  0.00
O: -2.672 5.630 -2.443  0.01
P: -1.720 -0.398 5.133  0.39
H: 6.160 1.792 0.023  0.12
H: -7.059 5.136 0.988  0.06
H: -3.856 -1.929 6.086  0.09
H: 2.282 -0.514 -0.217  0.05
O: -1.726 -1.757 5.841  -0.21
O: -2.398 5.189 2.655  0.10
C: -2.805 5.329 -3.698  -0.70
C: 7.360 -3.313 -1.182  -0.05
C: 5.863 -3.749 0.473  -0.56
H: 6.385 -0.127 4.107  0.10
H: -4.607 1.008 -7.164  0.11
O: 3.901 3.094 4.451  0.02
C: -4.253 1.855 -6.563  -0.05
H: 3.810 -7.701 -1.371  0.11
H: -5.678 1.219 -2.759  0.05
H: -0.735 5.271 -6.178  0.11
O: -3.879 5.182 -4.177  0.14
H: 0.685 1.788 5.996  0.11
O: 4.763 -1.294 -1.336  0.11
O: 2.809 2.757 -1.567  0.03
O: -2.035 -3.473 -3.632  -0.21
H: -3.025 7.479 1.466  0.12
C: 2.480 3.565 -0.383  0.03
H: 2.492 -7.088 -0.280  0.10
C: -3.898 6.793 1.241  0.01
O: -3.859 1.599 -5.232  -0.03
C: 1.367 -2.850 5.406  -0.06
C: 2.245 -0.620 0.809  0.06
H: -6.532 1.427 2.935  0.09
O: -4.389 6.263 2.523  0.01
H: 6.129 0.686 2.497  0.07
O: 4.178 2.338 2.318  0.09
H: -3.105 -3.292 5.240  0.08
H: -2.249 -1.602 -4.474  0.03
O: 5.937 -0.802 -3.180  0.02
O: -4.217 4.714 3.909  0.00
C: -1.271 -1.780 2.892  -0.10
O: -5.841 3.635 0.516  -0.24
H: -3.677 5.982 0.641  0.05
H: 0.986 -4.168 1.170  0.08
H: 1.249 2.736 -4.904  0.08
O: -1.617 5.220 -4.290  -0.02
H: 3.382 3.537 0.258  0.09
H: -2.324 -2.154 -0.230  0.08
H: 0.914 -3.851 -4.883  0.08
H: 1.733 1.141 -5.280  0.10
O: -1.797 -1.413 -2.056  -0.24
H: 3.120 -4.724 1.822  0.07
H: -5.640 2.951 -3.008  0.10
C: -1.331 2.362 0.902  -0.02
O: 6.130 -3.888 -0.839  -0.01
H: 5.741 -1.918 -4.924  0.09
H: -8.034 3.843 0.371  0.09
O: 6.441 -3.140 1.322  0.14
H: -0.263 -1.563 2.571  0.08
C: 5.584 -0.622 -1.913  -0.63
O: -6.732 2.146 -1.396  -0.22
H: -0.295 1.929 4.477  0.07
C: 1.291 1.760 -4.500  0.00
O: -4.292 1.831 -0.570  -0.24
O: -2.100 1.048 -3.895  -0.03
H: -4.737 7.462 1.071  0.10
H: -0.942 4.464 -1.938  0.07
C: 3.856 -3.950 1.831  -0.01
H: -3.315 2.817 3.646  0.07
O: 4.553 -4.196 0.588  -0.04
O: -0.125 1.867 1.557  -0.01
C: 0.754 -7.379 5.102  -0.01
H: -3.680 -1.560 -1.277  0.08
C: 5.669 0.797 -0.054  -0.03
O: 2.325 1.898 -3.484  0.01
P: 0.680 -5.024 4.069  0.32
H: 0.758 -1.965 5.154  0.05

For the relative energy (zero: lowest compared OMol25 entry of this formula, charge and spin), the calculation gives 133.93 kJ/mol. The HOMO-LUMO gap is 11.09 eV. As for the highest occupied orbital energy: -10.46 eV. For the total energy, the calculation gives -6141.05505 hartree. As for the total charge: 0. The calculation puts the strongest force on any atom at 0.0928 hartree/bohr.